Below is C41H28BrClF9N7O3Ti as an isolated structure, with properties calculated with ωB97M-V with the def2-TZVPD basis set.

The geometry in XYZ format:
```
91
Properties=species:S:1:pos:R:3:mulliken_charge:R:1
C 2.0142 -2.8448 -0.4544 -2.061
C -1.5444 0.1454 -0.7022 -0.032
C 0.8545 -1.7109 -3.8025 -0.032
Br -1.0701 4.3020 -2.2420 -0.087
C 2.4669 1.4327 4.1075 -0.973
H -1.4458 0.2739 -3.3851 0.443
H 0.6485 -2.8505 -5.6112 0.485
F -1.1142 -4.5100 0.6403 -0.255
C 0.8556 -3.1543 0.4902 1.147
H 2.6760 -3.7036 -0.5583 0.496
O 1.1645 0.4503 0.3191 0.399
F 2.0480 -4.8524 1.6969 -0.274
C -2.1177 3.5289 1.4817 0.263
H 3.8660 4.9488 -1.9413 0.464
H 2.9914 2.3765 4.1347 0.548
H -5.7199 -2.0527 3.2752 0.421
H 3.5460 0.5099 5.7070 0.427
C -2.2444 2.0613 1.6459 -0.032
C -1.2463 6.1274 1.3279 -0.725
C -0.0599 -4.2284 -0.1438 0.108
H -1.6046 -2.6636 2.3077 0.389
H -2.8576 -2.2301 -0.2239 0.316
C 1.9850 -0.7517 4.9268 -1.262
H 4.1850 2.7229 -0.8018 0.493
H 2.7510 0.8638 -3.2526 0.321
Cl -3.8134 -3.7376 -4.7216 -0.250
N 1.0775 2.4590 2.4982 -0.370
C -2.0793 -0.8550 -1.6785 0.159
N 1.4141 -0.6932 -3.1480 0.322
C -3.1575 -2.6244 -3.5526 0.386
C 1.1357 -2.0171 -5.1231 -1.743
H -3.7060 -3.5658 3.2035 0.522
C 2.2659 0.9699 -0.1526 -0.288
H -0.8919 0.8617 -1.2095 -0.099
C -2.7589 -2.0042 -1.2787 0.037
C 2.0919 2.3169 -0.8133 0.437
O 0.0659 -2.0396 0.7033 0.808
C -4.7630 -1.6925 2.9206 -0.524
C 3.2088 3.0891 -1.0849 -0.710
H 0.7321 5.3585 1.7631 0.578
H -2.3895 0.7246 -0.3244 0.764
C -1.9674 -0.6147 -3.0486 -0.158
H -5.4460 0.3059 2.5045 0.559
H -0.9224 7.1576 1.2544 0.435
C -4.6247 -0.3951 2.4965 -0.745
F 1.2467 -1.3914 -8.0007 -0.251
C 3.0219 4.3097 -1.7173 -0.649
C -3.2966 -2.8884 -2.2015 -1.243
C -2.4982 -1.4865 -3.9863 -0.903
F 0.4966 -3.8092 2.7784 -0.227
C 2.3496 -1.5162 -7.2408 0.785
C 0.7032 3.8364 -1.7496 -0.116
H 1.5466 5.6349 -2.5751 0.496
H 2.5707 -1.9943 -0.0652 0.371
C -3.6537 -2.5350 2.8849 -1.014
H 0.4202 -1.7373 3.8531 0.455
C 1.7424 4.7007 -2.0701 -0.687
O 3.3664 0.5025 0.0195 -0.737
C 2.6499 -0.1684 -5.1321 -0.942
F 3.2789 -0.6936 -7.7484 -0.285
C -2.4744 -2.0299 2.3985 -0.608
C 1.4393 -3.6698 1.8243 0.410
H 1.6153 -2.5652 -1.4254 0.224
C 1.0194 -0.8418 3.9475 -0.336
N -3.3610 1.4203 1.7006 -0.596
F 2.3505 -2.8087 2.2896 -0.276
C -0.3136 5.1315 1.6018 -0.184
C -0.7735 3.8323 1.6599 0.096
C 2.7520 0.4054 4.9791 -0.339
H -3.8093 -3.7832 -1.8752 0.449
F 0.5801 -5.3781 -0.3889 -0.312
C -2.5950 5.8238 1.1538 -0.673
C 2.2978 0.0496 -3.8063 -0.215
F -0.5393 -3.7876 -1.3116 -0.048
H 2.1465 -1.5777 5.6041 0.473
C 1.4300 1.2923 3.1815 0.494
H -3.2952 6.6232 0.9488 0.410
H -2.4001 -1.2887 -5.0455 0.476
N 0.8521 2.6913 -1.1297 0.276
N -2.3215 -0.7582 1.9727 0.708
F 2.7948 -2.7740 -7.4032 -0.255
C -3.3843 0.0793 2.0431 0.399
H 0.1361 -2.3012 -3.2472 0.833
H 3.3706 0.4674 -5.6255 0.499
C 2.0485 -1.2208 -5.7964 0.472
C -3.0540 4.5135 1.2421 -0.303
H -4.1008 4.2682 1.1221 0.546
C -0.0961 2.5550 1.9889 -0.047
Ti -0.3865 -0.2818 0.9817 -0.366
N 0.7648 0.1260 3.0615 0.860
N -0.9990 1.5322 1.8011 0.770
```

HOMO: -8.17 eV
Total charge: 0
HOMO-LUMO gap: 7.36 eV
DFT total energy: -6970.94412 Ha
ΔE to the lowest compared entry with this formula, charge and spin: 5.5 kcal/mol

Below is a 2-piece molecular cluster, C4H12N2O overall in a non-equilibrium geometry, with properties calculated with ωB97M-V with the def2-TZVPD basis set.

The geometry in XYZ format:
```
19
Properties=species:S:1:pos:R:3:mulliken_charge:R:1
H -2.3901 1.8132 -0.8974 0.309
H -0.7084 2.0669 -1.4081 0.277
H 2.4512 -0.9377 1.5930 0.171
H -0.8972 1.8364 1.1285 0.397
N 1.8214 -1.5665 1.1205 -0.605
C 0.4023 0.3529 0.6122 0.479
H 1.7419 -2.4373 1.6129 0.247
H 1.4382 1.9088 -0.0831 0.232
C 0.5978 -0.9535 0.7916 -0.105
H -0.2413 -1.6382 0.8021 0.391
H 2.3705 0.8165 0.6010 0.240
H -1.0688 -1.2584 -1.4837 0.353
O -1.1376 -2.0569 -2.0354 -0.676
H -0.2763 -2.4927 -1.9928 0.336
H -1.4771 0.5116 -1.5847 0.204
C -0.9565 0.9630 0.4665 -1.003
N 1.4774 1.2851 0.7166 -0.676
C -1.3920 1.3706 -0.9341 -0.881
H -1.7552 0.4163 0.9745 0.310
```

HOMO: -7.65 eV
Total charge: 0
HOMO-LUMO gap: 8.53 eV
DFT total energy: -344.33426 Ha
ΔE to the lowest compared entry with this formula, charge and spin: 31.9 kcal/mol

Below is a 2-piece molecular cluster, C3H8NOS overall in a non-equilibrium geometry, with properties calculated with ωB97M-V with the def2-TZVPD basis set.

The geometry in XYZ format:
```
14
Properties=species:S:1:pos:R:3:mulliken_charge:R:1
H -1.3863 -0.6196 -0.6743 0.278
N 0.4376 -1.9536 1.6770 -0.266
O -0.3974 1.2821 -0.6292 -0.088
H 1.4204 0.5602 -1.4690 0.193
H -0.0279 0.5315 -2.5867 0.249
H -1.1708 3.4416 -0.8073 0.217
H -0.3917 -2.2634 2.1614 0.259
H 0.9852 -2.6611 1.2072 0.245
H 0.1094 0.0463 2.0318 0.329
H 1.6087 -0.3883 1.0352 0.330
C 0.3459 0.4673 -1.5705 -0.189
S -1.7354 2.3442 -1.3261 0.048
C -0.4540 -0.1100 -0.4977 -0.231
C 0.6563 -0.6772 1.4482 -0.374
```

HOMO (alpha / beta): -12.44 / -12.44 eV
Total charge: +1
HOMO-LUMO gap (alpha / beta): 7.36 / 7.36 eV
DFT total energy: -646.83862 Ha
ΔE to the lowest compared entry with this formula, charge and spin: 116.6 kcal/mol